A cluster of 2 separate species, C2H4BFO in total in a non-equilibrium geometry, computed with ωB97M-V/def2-TZVPD.

XYZ file:
```
9
Properties=species:S:1:pos:R:3:forces:R:3
C -0.314365 -0.471845 1.751977 1.0442 -1.0251 0.8338
C -1.373429 -1.082894 1.328260 -2.8712 -0.0660 1.3955
O -2.476839 -1.471453 1.269329 1.1140 -0.3148 -0.9843
H 0.055040 0.315076 1.166511 0.8196 0.8723 -0.4285
H 0.153756 -0.918861 2.649054 -0.1048 0.5246 -0.7969
B 0.996061 0.883707 -2.112778 -0.7748 0.6801 0.0418
F 0.574060 1.304298 -0.959752 -1.1581 0.8696 1.1547
H 1.901106 0.291187 -1.995533 2.7613 -1.9529 -0.2195
H 0.484611 1.150785 -3.097068 -0.8302 0.4122 -0.9966
```
Forces are in eV/Å.

Calculated values
Charge: 0
M (Da): 73.86
Highest occupied orbital energy (hartree): -0.341
Lowest unoccupied orbital energy (eV): 0.5
Structure (SMILES): C=C=O.BF